{"formula": "C55H75N3O5PtS2", "method": "ωB97M-V with the def2-TZVPD basis set", "de_lowest_kj_mol": 55.7, "charge": 2, "spin_multiplicity": 5, "homo_lumo_gap_ev": [7.4, 5.3], "homo_energy_ev": [-12.15, -12.20], "largest_force_ha_per_bohr": 0.03845, "symbols": ["Pt", "C", "O", "C", "C", "C", "C", "C", "C", "C", "C", "C", "C", "C", "C", "C", "C", "C", "C", "C", "C", "C", "C", "C", "C", "C", "C", "C", "C", "C", "C", "C", "C", "O", "C", "C", "C", "C", "C", "O", "C", "C", "C", "C", "C", "C", "O", "C", "C", "C", "C", "H", "H", "H", "H", "H", "H", "H", "H", "H", "H", "H", "H", "H", "H", "H", "H", "H", "H", "H", "H", "H", "H", "H", "H", "H", "H", "H", "H", "H", "H", "H", "H", "H", "H", "H", "H", "H", "H", "H", "H", "H", "H", "H", "H", "H", "H", "H", "H", "H", "H", "H", "H", "H", "H", "H", "H", "H", "H", "C", "N", "C", "C", "C", "N", "C", "C", "O", "H", "H", "H", "H", "H", "H", "H", "H", "H", "H", "H", "H", "S", "C", "N", "C", "C", "S", "H", "H", "H", "H", "H"], "xyz": [[0.73, 0.65, -0.52], [-1.87, 0.96, -2.94], [-1.12, 0.03, -2.17], [-1.80, -1.01, -1.59], [-1.33, -2.30, -1.90], [-0.25, -2.51, -2.93], [1.17, -2.71, -2.45], [2.12, -3.23, -3.29], [3.49, -3.26, -2.96], [3.85, -2.83, -1.68], [2.95, -2.27, -0.80], [3.44, -1.78, 0.54], [2.42, -1.47, 1.60], [2.01, -2.45, 2.49], [1.18, -2.16, 3.58], [0.61, -0.89, 3.64], [0.98, 0.12, 2.76], [0.41, 1.51, 2.89], [-1.04, 1.67, 2.49], [-1.83, 2.59, 3.12], [-3.16, 2.84, 2.72], [-3.68, 2.05, 1.68], [-2.93, 1.12, 1.02], [-3.47, 0.47, -0.25], [-2.89, -0.85, -0.69], [-3.56, -2.00, -0.29], [-3.21, -3.28, -0.72], [-2.04, -3.41, -1.46], [-4.16, -4.44, -0.47], [-5.48, -4.05, -1.17], [-3.69, -5.76, -1.07], [-4.39, -4.63, 1.03], [-1.57, 0.90, 1.40], [-0.88, 0.03, 0.79], [-4.00, 3.92, 3.36], [-4.41, 4.92, 2.26], [-3.26, 4.70, 4.44], [-5.23, 3.26, 3.99], [1.98, -0.16, 1.81], [2.64, 0.89, 1.14], [3.75, 1.38, 1.90], [1.09, -3.15, 4.73], [0.62, -4.53, 4.25], [0.15, -2.70, 5.85], [2.51, -3.26, 5.31], [1.57, -2.15, -1.19], [0.71, -1.54, -0.49], [4.50, -3.61, -4.03], [4.36, -2.54, -5.12], [4.20, -5.00, -4.63], [5.94, -3.60, -3.52], [-2.93, 0.69, -2.98], [-1.74, 1.97, -2.55], [-1.48, 0.93, -3.96], [-0.51, -3.40, -3.52], [-0.23, -1.65, -3.61], [1.81, -3.59, -4.25], [4.87, -2.93, -1.35], [4.15, -2.52, 0.92], [4.00, -0.86, 0.34], [2.40, -3.44, 2.37], [-0.09, -0.65, 4.42], [0.53, 1.86, 3.92], [0.99, 2.18, 2.23], [-1.41, 3.16, 3.93], [-4.70, 2.23, 1.36], [-4.55, 0.34, -0.11], [-3.35, 1.22, -1.03], [-4.42, -1.88, 0.35], [-1.69, -4.38, -1.76], [-5.30, -3.82, -2.21], [-6.19, -4.87, -1.12], [-5.94, -3.18, -0.70], [-3.59, -5.70, -2.15], [-2.74, -6.07, -0.64], [-4.42, -6.54, -0.84], [-4.80, -3.74, 1.50], [-5.09, -5.45, 1.20], [-3.45, -4.88, 1.52], [-3.52, 5.43, 1.89], [-4.91, 4.43, 1.43], [-5.08, 5.67, 2.67], [-2.39, 5.21, 4.04], [-3.92, 5.46, 4.85], [-2.96, 4.06, 5.26], [-5.84, 2.75, 3.25], [-4.92, 2.53, 4.73], [-5.84, 4.01, 4.48], [4.22, 0.58, 2.46], [4.46, 1.80, 1.19], [3.43, 2.16, 2.60], [-0.40, -4.48, 3.89], [1.26, -4.92, 3.45], [0.66, -5.23, 5.08], [-0.87, -2.56, 5.49], [0.13, -3.47, 6.61], [0.50, -1.78, 6.31], [3.19, -3.71, 4.59], [2.89, -2.28, 5.57], [2.50, -3.88, 6.20], [3.38, -2.59, -5.60], [4.48, -1.54, -4.69], [5.12, -2.68, -5.89], [3.21, -5.04, -5.07], [4.92, -5.22, -5.41], [4.27, -5.77, -3.87], [6.22, -2.61, -3.17], [6.08, -4.32, -2.71], [6.61, -3.87, -4.33], [2.52, 3.75, -0.36], [1.31, 4.53, -0.25], [1.52, 5.92, 0.11], [0.24, 6.53, 0.66], [-0.89, 6.26, -0.31], [-0.98, 4.83, -0.53], [-2.25, 4.27, -0.94], [0.10, 4.01, -0.56], [-0.07, 2.81, -0.87], [3.10, 3.83, 0.56], [3.14, 4.12, -1.18], [2.28, 2.70, -0.54], [1.86, 6.47, -0.78], [2.32, 5.97, 0.85], [0.38, 7.60, 0.81], [0.01, 6.07, 1.62], [-0.71, 6.79, -1.26], [-1.84, 6.61, 0.10], [-3.06, 4.89, -0.56], [-2.34, 3.27, -0.51], [-2.34, 4.22, -2.02], [2.50, 0.59, -2.29], [2.42, 1.61, -3.61], [3.47, 2.31, -4.03], [3.32, 3.16, -5.19], [2.13, 2.59, -5.97], [1.07, 1.81, -4.69], [4.34, 2.29, -3.51], [4.23, 3.14, -5.78], [3.12, 4.19, -4.88], [2.43, 1.80, -6.66], [1.57, 3.35, -6.51]], "lowdin_charge": [1.15, -0.06, -0.18, -0.22, -0.13, -0.04, -0.08, 0.03, -0.11, 0.04, -0.12, -0.05, -0.14, 0.04, -0.14, 0.05, -0.14, -0.05, -0.08, 0.05, -0.11, 0.03, -0.08, -0.05, -0.12, 0.03, -0.15, 0.04, -0.55, -0.04, -0.06, -0.04, -0.26, -0.06, -0.55, -0.03, -0.05, -0.02, -0.26, -0.25, -0.04, -0.55, -0.04, -0.06, -0.03, -0.32, -0.08, -0.55, -0.03, -0.03, -0.05, 0.11, 0.07, 0.06, 0.14, 0.14, 0.13, 0.12, 0.14, 0.12, 0.13, 0.12, 0.14, 0.12, 0.12, 0.13, 0.14, 0.10, 0.12, 0.12, 0.09, 0.09, 0.08, 0.09, 0.09, 0.09, 0.08, 0.09, 0.09, 0.07, 0.08, 0.10, 0.08, 0.10, 0.09, 0.08, 0.10, 0.10, 0.11, 0.10, 0.10, 0.09, 0.07, 0.09, 0.09, 0.09, 0.09, 0.08, 0.09, 0.09, 0.08, 0.08, 0.09, 0.08, 0.10, 0.10, 0.09, 0.09, 0.09, -0.04, -0.07, -0.14, -0.14, -0.14, -0.07, -0.01, -0.44, -0.09, 0.09, 0.10, 0.01, 0.14, 0.13, 0.13, 0.12, 0.14, 0.12, 0.09, 0.07, 0.10, 0.75, -1.02, -0.05, -0.20, -0.37, 1.00, 0.15, 0.13, 0.13, 0.09, 0.09]}